# 1
Formula: C55H51CsN16O8SSe
Source: the OMol25 dataset
Level of theory: the ωB97M-V functional and the def2-TZVPD basis

```
133
Properties=species:S:1:pos:R:3:forces:R:3
Cs 0.3051 -0.4600 -1.1578 -2.017 1.517 1.502
C 2.0828 -5.6438 1.3804 0.057 -0.013 0.121
N 0.8180 -5.2102 0.8240 -0.027 -0.115 -0.134
C 0.1589 -4.0437 0.9352 0.050 -0.037 0.048
N -0.9333 -4.0814 0.1980 -0.089 0.123 -0.074
C -0.8836 -5.3129 -0.3637 -0.076 0.072 -0.063
N 0.1566 -6.0361 -0.0198 0.002 -0.064 0.056
C 2.2715 -5.2177 2.8191 -0.051 -0.016 0.016
C 3.5312 -4.8387 3.2667 -0.021 0.007 0.028
C 3.7070 -4.3230 4.5417 -0.086 0.014 0.041
C 2.6127 -4.1387 5.3727 0.025 0.009 -0.073
C 1.3560 -4.5464 4.9443 -0.073 0.016 -0.072
C 1.1916 -5.1167 3.6857 0.091 0.098 0.000
C 0.1369 -4.1301 5.6525 -0.234 0.156 0.106
N -0.9948 -4.7250 5.8181 -0.025 -0.023 -0.010
N -1.8943 -3.7514 6.2699 0.162 -0.129 -0.114
C -1.2268 -2.6510 6.3287 0.225 -0.021 -0.039
O 0.0756 -2.8242 6.0056 0.008 0.100 -0.057
C -1.6924 -1.2721 6.4994 -0.091 -0.046 -0.048
C -0.8249 -0.2759 6.9310 0.024 -0.023 0.008
C -1.2382 1.0430 6.9017 -0.015 0.018 -0.006
C -2.4885 1.3723 6.3970 0.040 0.004 -0.056
C -3.3500 0.3832 5.9406 -0.045 -0.049 -0.016
C -4.6740 0.7605 5.3152 0.045 0.068 0.010
N -4.9635 0.0015 4.1074 -0.039 0.021 0.076
C -4.1575 -0.3414 3.0899 -0.050 -0.030 -0.054
N -4.8454 -0.9754 2.1616 0.034 -0.045 -0.050
C -6.0982 -0.9895 2.6743 0.056 -0.004 -0.036
N -6.2247 -0.4117 3.8482 -0.021 0.065 0.120
C -2.9563 -0.9463 6.0218 0.037 0.039 0.016
H 2.8993 -5.2522 0.7693 0.022 0.009 0.021
H 2.0814 -6.7285 1.2725 0.024 -0.010 0.037
H 0.4802 -3.2294 1.5766 -0.008 0.016 0.004
H -1.6363 -5.6850 -1.0407 0.013 0.017 -0.004
H 4.3791 -4.9039 2.5945 0.001 0.010 -0.010
H 4.6869 -3.9911 4.8582 -0.001 -0.004 0.007
H 2.7201 -3.6229 6.3172 0.009 -0.012 0.012
H 0.1917 -5.3613 3.3539 -0.014 -0.014 -0.008
H 0.1864 -0.5291 7.2183 0.000 0.009 -0.014
H -0.5569 1.8264 7.2056 0.000 0.001 0.006
H -2.7744 2.4138 6.3031 0.000 0.001 0.009
H -4.6819 1.8306 5.0809 0.008 -0.121 0.034
H -5.5067 0.5622 5.9903 0.003 -0.020 -0.021
H -3.1002 -0.1323 3.0735 0.102 0.004 0.008
H -6.9386 -1.4416 2.1729 0.002 0.004 -0.001
H -3.5871 -1.7364 5.6353 -0.017 -0.009 -0.010
N -2.9059 -1.1028 -4.8076 0.016 -0.012 0.004
C -3.3595 -1.7813 -3.6859 0.005 0.023 -0.007
C -4.3977 -2.7109 -3.8813 -0.001 0.004 0.003
C -4.8839 -3.3976 -2.7920 -0.002 -0.002 0.009
C -4.3422 -3.1558 -1.5346 -0.011 -0.009 -0.016
C -3.3249 -2.2239 -1.4487 -0.009 0.005 -0.011
N -2.8367 -1.5472 -2.4909 0.051 -0.044 0.093
C -1.8404 -0.2159 -4.9969 -0.001 -0.024 0.013
C -1.5314 0.1508 -6.3118 -0.011 0.002 0.004
C -0.4738 1.0134 -6.5198 0.012 -0.009 0.011
C 0.2455 1.4857 -5.4325 -0.060 -0.075 -0.059
C -0.1565 1.0668 -4.1797 0.032 0.106 0.006
N -1.1784 0.2453 -3.9546 0.113 0.049 0.102
H -3.3332 -1.4053 -5.6646 -0.012 -0.003 -0.005
H -4.8011 -2.8778 -4.8733 0.000 -0.002 -0.002
H -5.6830 -4.1184 -2.9211 0.000 -0.001 -0.001
H -4.6903 -3.6666 -0.6483 0.002 0.009 0.006
H -2.8717 -2.0123 -0.4875 -0.002 0.002 -0.007
H -2.1031 -0.2458 -7.1430 0.002 -0.004 -0.003
H -0.2059 1.3041 -7.5287 -0.003 0.001 -0.004
H 1.0995 2.1373 -5.5416 -0.010 0.009 -0.002
H 0.3744 1.4055 -3.2983 -0.011 0.201 -0.089
Se 8.3271 0.7700 -3.2056 0.004 0.000 -0.003
N 7.5135 -0.4263 -2.1491 0.000 -0.016 0.004
C 6.3648 0.0856 -1.8095 -0.024 -0.008 0.000
C 5.4050 -0.5859 -0.9407 0.036 0.004 -0.054
C 5.6401 -1.8622 -0.4329 -0.025 0.002 0.023
C 4.6978 -2.4307 0.3928 0.057 0.055 -0.033
C 3.5542 -1.6939 0.7036 0.042 0.003 0.065
N 3.3115 -0.4931 0.2056 -0.024 0.045 0.028
C 4.2054 0.0577 -0.6178 -0.054 -0.011 0.007
C 3.8738 1.3804 -1.2078 -0.012 -0.027 -0.010
N 2.6596 1.8714 -0.9591 -0.118 0.020 0.032
C 2.3053 3.0171 -1.5236 0.003 0.024 0.006
C 3.1606 3.7528 -2.3486 0.037 -0.011 0.014
C 4.4160 3.2557 -2.6047 -0.022 -0.013 0.013
C 4.7869 2.0393 -2.0336 0.026 0.009 -0.042
C 6.0627 1.4061 -2.3402 -0.004 -0.002 0.014
N 6.9777 1.9420 -3.0975 0.000 0.009 -0.005
H 6.5556 -2.3754 -0.6987 -0.001 -0.001 0.000
H 4.8393 -3.4194 0.8070 0.001 -0.009 0.026
H 2.8182 -2.0708 1.4079 0.002 0.006 -0.020
H 1.2827 3.3523 -1.3507 0.042 -0.031 -0.015
H 2.8145 4.6772 -2.7878 0.012 -0.004 0.013
H 5.1131 3.7676 -3.2556 -0.001 0.004 -0.001
C 3.8434 -2.2710 -3.9439 0.009 0.006 -0.011
S 2.3550 -1.3874 -3.5233 0.357 -0.263 -0.440
O 2.7374 0.0198 -3.4519 0.016 -0.035 0.015
O 1.3997 -1.6976 -4.5705 0.021 -0.052 0.013
O 1.9602 -1.9082 -2.2053 1.531 -1.397 -1.075
H 4.2157 -1.8763 -4.8876 -0.003 -0.006 -0.003
H 3.5942 -3.3257 -4.0421 0.007 -0.003 0.003
H 4.5763 -2.1254 -3.1526 -0.002 0.008 -0.001
C 0.3492 4.9019 -4.2118 -0.040 -0.004 -0.008
C -1.0809 5.3575 -3.9134 0.030 0.024 -0.013
C -2.0965 4.3496 -4.4599 0.001 -0.008 0.008
C -1.2970 5.6388 -2.4409 0.040 -0.021 0.007
C -1.6228 6.9242 -2.0389 -0.029 0.008 -0.005
C -1.8883 7.2441 -0.7122 0.010 -0.021 0.001
C -1.8370 6.2132 0.2216 0.057 0.021 0.017
C -1.5045 4.9125 -0.1197 0.002 -0.011 0.014
C -1.5528 3.8369 0.9483 -0.023 0.007 0.018
C -2.6641 2.8244 0.6457 0.021 -0.035 -0.028
C -0.2244 3.1048 1.1497 -0.163 0.035 0.100
C -1.1877 4.5720 -1.4817 -0.131 -0.056 -0.022
O -0.8584 3.3810 -1.8299 0.082 0.067 0.040
H 0.5010 4.7597 -5.2869 0.004 -0.002 -0.006
H 0.5386 3.9581 -3.7022 0.017 0.005 0.000
H 1.0694 5.6444 -3.8570 -0.024 0.018 -0.017
H -1.2394 6.3081 -4.4398 -0.004 0.003 0.003
H -1.9953 3.4031 -3.9297 0.001 -0.018 0.001
H -1.9399 4.1749 -5.5297 0.006 -0.006 -0.001
H -3.1150 4.7179 -4.3149 -0.002 0.007 -0.004
H -1.6852 7.7013 -2.7987 0.006 0.003 -0.001
H -2.1409 8.2559 -0.4182 -0.005 0.003 0.002
H -2.0639 6.4275 1.2642 -0.010 -0.003 -0.003
H -1.8039 4.3436 1.8901 -0.007 -0.012 -0.020
H -2.4598 2.3388 -0.3106 -0.012 0.018 0.017
H -3.6361 3.3184 0.5758 0.000 0.004 0.014
H -2.7213 2.0547 1.4216 0.011 0.007 0.028
H -0.0100 2.5511 0.2437 0.187 -0.125 -0.110
H -0.2866 2.4041 1.9880 0.015 0.015 -0.015
H 0.5975 3.7983 1.3398 -0.003 0.013 -0.017
O -0.1989 -0.7213 3.8084 -0.352 0.309 -0.090
N 0.9763 -1.1107 3.7707 -0.169 -0.485 0.356
O 1.8072 -0.7123 4.5949 0.235 0.230 0.079
O 1.3039 -1.9856 2.9295 0.196 -0.112 -0.263
```
Forces are in eV/Å.

HOMO-LUMO gap (eV): 5.0
Energy above the lowest of the compared OMol25 structures with the same formula, charge and spin (eV): 1.024
Charge: -2
E_tot (Ha): -6424.34594
HOMO (eV): -1.832


# 2
Formula: C28H29N3O5
Source: the OMol25 dataset
Level of theory: the ωB97M-V functional and the def2-TZVPD basis

```
65
Properties=species:S:1:pos:R:3:forces:R:3
C -5.0110 1.9197 -6.5478 0.445 0.159 0.012
N -3.9828 1.3534 -5.6766 -0.910 -0.589 0.510
C -2.6923 1.7128 -5.7091 1.015 1.032 -0.799
O -2.2787 2.5724 -6.4746 -0.065 -0.334 0.247
C -1.7592 0.9857 -4.7264 0.486 -0.302 0.198
C -1.8439 1.6197 -3.3321 -0.127 0.097 0.351
C -1.4395 0.7472 -2.1791 0.071 -0.018 0.580
C -0.8169 -0.4550 -2.2449 -0.249 0.231 0.100
N -0.6627 -0.9712 -0.9741 0.572 -1.151 0.175
C -1.1735 -0.1235 -0.0173 -0.265 0.889 -0.904
C -1.2668 -0.2054 1.3788 -0.237 0.489 0.099
C -1.8594 0.8562 2.0831 0.329 -0.387 -1.134
C -2.3402 1.9797 1.3868 0.271 -0.348 -1.005
C -2.2406 2.0494 -0.0165 0.069 -0.342 0.530
C -1.6589 0.9969 -0.7561 -0.349 0.310 0.751
N -0.3522 0.9114 -5.1500 -1.827 0.816 1.126
C 0.1507 0.1761 -6.1399 1.019 -1.068 -1.210
C -0.7703 -0.6734 -6.9948 0.071 0.345 0.167
O 1.3539 0.1518 -6.3415 0.168 0.151 -0.004
H -6.0041 1.6395 -6.1940 0.210 -0.054 0.054
H -4.8722 1.5553 -7.5676 -0.081 0.081 0.017
H -4.9284 3.0088 -6.5558 -0.003 -0.128 -0.026
H -4.2652 0.6557 -5.0064 0.017 0.016 -0.109
H -2.1436 -0.0290 -4.6385 -0.034 -0.277 0.022
H -1.2456 2.5323 -3.3154 -0.071 0.201 -0.143
H -2.8783 1.9146 -3.1499 -0.069 0.193 -0.113
H -0.4978 -0.9465 -3.1559 0.148 -0.252 0.411
H -0.2306 -1.8630 -0.7825 -0.119 0.210 -0.016
H -0.8901 -1.0713 1.9024 0.045 -0.120 0.076
H -1.9443 0.8134 3.1601 0.011 -0.066 0.014
H -2.7873 2.7968 1.9370 0.013 0.020 -0.060
H -2.6148 2.9175 -0.5379 -0.073 0.162 0.001
H 0.3142 1.4872 -4.6600 0.024 0.028 -0.034
H -1.4719 -0.0271 -7.5188 -0.229 -0.056 0.007
H -0.1676 -1.2088 -7.7273 -0.001 0.100 0.178
H -1.3018 -1.3881 -6.3715 -0.239 -0.085 -0.016
O 3.4893 -6.2894 3.8039 -0.645 0.281 0.817
C 2.8631 -5.3729 4.3078 0.924 -1.333 -0.971
O 2.3138 -5.4512 5.5397 0.192 0.300 -0.533
C 2.6895 -4.1277 3.5471 -0.616 1.740 -0.051
C 2.5009 -4.1510 2.1547 0.012 0.051 0.069
C 2.3076 -2.9613 1.4434 0.087 -0.075 0.670
C 2.3250 -1.7328 2.1125 0.046 -0.451 0.057
C 2.5521 -1.6856 3.4941 0.013 -0.889 -0.447
C 2.6544 -0.4016 4.1913 0.030 0.961 0.475
C 3.8284 -0.0748 4.8843 -0.195 0.357 0.148
C 3.9392 1.1454 5.5558 -0.359 -0.117 -0.252
C 2.8655 2.0395 5.5602 0.006 -0.425 -0.212
C 1.6777 1.7251 4.8843 0.214 -0.738 0.283
C 0.5118 2.6755 4.9247 0.743 0.119 -0.075
O 0.6804 3.6478 3.8968 -0.237 0.276 -0.229
C 1.5901 0.5118 4.1835 0.464 0.228 0.326
C 2.7153 -2.8852 4.2026 -0.079 -0.149 -0.373
H 2.5360 -6.3415 5.8505 0.016 -0.009 0.107
H 2.4994 -5.1028 1.6283 0.018 0.140 0.174
H 2.1631 -2.9911 0.3678 0.033 -0.030 0.123
H 2.1967 -0.8080 1.5556 0.006 -0.083 0.100
H 4.6640 -0.7686 4.8905 -0.119 0.031 -0.031
H 4.8560 1.3925 6.0831 -0.119 -0.032 -0.074
H 2.9547 2.9772 6.1015 -0.090 -0.067 -0.004
H 0.4672 3.1692 5.9012 -0.019 -0.029 0.030
H -0.4317 2.1388 4.7815 0.140 0.257 -0.272
H 1.6143 3.9125 3.8443 -0.475 -0.276 0.170
H 0.6793 0.2674 3.6455 0.027 0.017 0.049
H 2.8706 -2.8487 5.2777 -0.057 -0.008 -0.129
```
Forces are in eV/Å.

HOMO-LUMO gap (eV): 8.5
Structure (SMILES): CNC(=O)[C@H](Cc1c[nH]c2ccccc12)NC(C)=O.O=C(O)c1cccc(-c2cccc(CO)c2)c1
Energy above the lowest of the compared OMol25 structures with the same formula, charge and spin (eV): 0.098
Charge: 0
E_tot (Ha): -1624.90994
HOMO (eV): -8.181


# 3
Formula: C5H8O2
Source: the OMol25 dataset
Level of theory: the ωB97M-V functional and the def2-TZVPD basis

```
15
Properties=species:S:1:pos:R:3:forces:R:3
C 0.0477 1.1607 -0.0692 -0.058 0.059 -0.025
C -0.2673 -0.2882 0.2485 -0.354 -0.085 -0.022
C -1.0902 -1.2766 -0.4947 0.009 -0.088 -0.184
C -1.4055 -0.9293 0.9503 -0.047 0.029 0.189
O 1.0833 -0.5772 0.5976 0.094 -0.118 0.025
C 1.5037 0.6803 0.1028 0.009 0.276 0.253
O 2.1978 0.4986 -1.0985 0.069 0.108 -0.174
H -0.2218 1.5084 -1.0710 0.088 -0.058 0.154
H 2.1338 1.3187 -1.6022 0.088 -0.095 -0.006
H -0.2928 1.8738 0.6867 0.093 -0.130 -0.089
H -1.7592 -0.9242 -1.2756 0.106 -0.028 0.137
H -0.6206 -2.2370 -0.6862 -0.091 0.137 0.041
H -2.2890 -0.3318 1.1604 0.153 -0.082 -0.040
H -1.1566 -1.6661 1.7086 -0.037 0.096 -0.123
H 2.1367 1.1898 0.8424 -0.121 -0.021 -0.137
```
Forces are in eV/Å.

HOMO-LUMO gap (eV): 10.3
Energy above the lowest of the compared OMol25 structures with the same formula, charge and spin (eV): 2.152
Charge: 0
E_tot (Ha): -345.72588
HOMO (eV): -9.419